Here is 2 unconnected molecules or ions with the total composition C9H8INO8S from the OMol25 dataset. Energies are from ωB97M-V with the def2-TZVPD basis set.

Element x y z (Å)
I  -2.421  0.763  0.192
S  0.060  3.868  -1.795
O  -3.794  -4.285  1.326
O  -0.645  4.977  -2.325
O  -0.331  2.537  -2.085
O  0.168  4.054  -0.210
O  2.813  -1.670  0.008
O  -0.160  -1.034  1.667
O  1.869  -3.242  1.169
O  1.619  4.012  -2.116
N  2.353  -1.876  1.052
C  2.300  4.574  -0.984
C  -0.558  -3.141  0.618
C  -2.962  -3.552  0.845
C  1.540  4.027  0.208
C  -1.577  -4.002  0.556
C  -2.249  -1.266  0.580
C  -0.888  -1.736  1.012
C  0.837  -3.591  0.259
C  -3.252  -2.138  0.505
H  1.661  4.635  1.100
H  2.233  5.662  -1.041
H  1.087  -3.280  -0.761
H  -4.256  -1.836  0.242
H  -1.433  -5.044  0.302
H  1.818  2.994  0.426
H  3.342  4.269  -0.998
H  0.826  -4.680  0.248

Computed properties:
* 2S+1: 1
* LUMO: -1.4 eV
* structure (SMILES): O=NOCC1=CC(=O)C=C(I)C1=O.O=S1(=O)OCCO1
* charge: 0
* E_HOMO: -0.3497 Eh

These are the natural (NBO) partial charges, in e, on atoms 1 to 8: number 1, I, carries 0.243; number 2, S, carries 2.549; number 3, O, carries -0.481; number 4, O, carries -0.895; number 5, O, carries -0.900; number 6, O, carries -0.689; number 7, O, carries -0.243; number 8, O, carries -0.476

=====

Here is a molecular structure, C11H11Cl4N5O5SW from the OMol25 dataset. Energies are from ωB97M-V with the def2-TZVPD basis set.

Element x y z (Å)
W  0.565  0.338  -0.171
Cl  -1.827  -1.302  3.960
Cl  -3.439  -2.090  -2.013
Cl  -5.327  -3.222  0.262
Cl  -4.485  -2.872  3.267
S  2.235  0.846  -1.977
O  3.231  0.926  2.824
O  -0.988  -0.784  -0.921
O  2.201  0.184  0.980
O  -0.406  -0.340  1.521
O  -0.206  4.280  1.071
N  1.505  -1.755  -0.611
N  2.279  -1.821  -1.783
N  3.884  -0.870  -3.092
N  -0.742  1.742  -1.400
N  0.628  2.171  0.728
C  -1.852  -1.278  -0.017
C  -3.489  -2.247  2.004
C  -3.860  -2.413  0.675
C  -3.034  -1.916  -0.340
C  2.395  1.068  1.977
C  -1.191  2.914  -0.619
C  2.832  -0.698  -2.282
C  1.471  2.265  1.910
C  -2.310  -1.566  2.327
C  -1.505  -1.061  1.319
C  -0.190  3.218  0.474
H  -0.209  2.057  -2.203
H  -2.134  2.666  -0.130
H  2.085  -1.918  0.211
H  2.056  3.184  1.907
H  4.126  -1.776  -3.460
H  4.208  -0.069  -3.609
H  -1.518  1.189  -1.748
H  -1.350  3.795  -1.237
H  2.753  -2.698  -1.946
H  0.866  2.273  2.820
H  0.742  -2.421  -0.677

Computed properties:
* 2S+1: 3
* LUMO (spin up / spin down): -0.7 / -0.7 eV
* charge: 0
* E_HOMO (spin up / spin down): -0.2620 / -0.2886 Eh

These are the natural (NBO) partial charges, in e, on atoms 1 to 8: number 1, W, carries 1.708; number 2, Cl, carries 0.044; number 3, Cl, carries 0.018; number 4, Cl, carries 0.039; number 5, Cl, carries 0.043; number 6, S, carries -0.052; number 7, O, carries -0.580; number 8, O, carries -0.773

=====

Here is a gas-phase ion, C6H5N2 (charge +1) from the OMol25 dataset. Energies are from ωB97M-V with the def2-TZVPD basis set.

Element x y z (Å)
N  1.050  -2.036  -2.512
N  -0.909  -1.137  -1.456
C  -1.846  1.043  0.276
C  -0.672  0.423  0.505
C  1.905  -1.539  -1.563
C  -0.122  -1.722  -2.150
C  1.312  -0.722  -0.526
C  -0.063  -0.397  -0.474
H  1.901  -0.068  0.129
H  -0.052  0.793  1.420
H  3.008  -1.951  -1.589
H  -2.385  1.698  1.002
H  -2.628  0.914  -0.616

Computed properties:
* 2S+1: 1
* LUMO (spin up / spin down): -6.3 / -6.3 eV
* structure (SMILES): C=CC1=[N+]=C=NC=C1
* charge: +1
* E_HOMO (spin up / spin down): -0.5374 / -0.5374 Eh

These are the natural (NBO) partial charges, in e, on atoms 1 to 8: number 1, N, carries -0.407; number 2, N, carries -0.364; number 3, C, carries -0.183; number 4, C, carries -0.354; number 5, C, carries 0.165; number 6, C, carries 0.814; number 7, C, carries -0.315; number 8, C, carries 0.302

=====

Here is a single C4H8O molecule from the OMol25 dataset. Energies are from ωB97M-V with the def2-TZVPD basis set.

Element x y z (Å)
O  0.911  -0.795  0.218
C  -0.102  0.135  -0.011
C  -0.451  -1.220  -0.193
C  0.393  0.938  -1.321
C  -0.675  0.777  1.312
H  -0.855  -1.800  0.628
H  -0.492  1.356  -1.863
H  0.025  1.569  1.661
H  0.985  0.104  -1.780
H  -0.791  0.029  2.051
H  -1.628  1.162  1.072
H  -0.465  -1.637  -1.222
H  0.944  1.798  -1.011

Computed properties:
* 2S+1: 1
* LUMO: 1.0 eV
* structure (SMILES): CC1(C)CO1
* charge: 0
* E_HOMO: -0.3643 Eh

These are the natural (NBO) partial charges, in e, on atoms 1 to 8: number 1, O, carries -0.515; number 2, C, carries 0.217; number 3, C, carries -0.144; number 4, C, carries -0.624; number 5, C, carries -0.616; number 6, H, carries 0.200; number 7, H, carries 0.206; number 8, H, carries 0.213

=====

Here is a molecular structure, C18H29ClI2NP2RuS from the OMol25 dataset. Energies are from ωB97M-V with the def2-TZVPD basis set.

Element x y z (Å)
I  -0.120  3.840  -3.796
I  -0.456  -1.134  -3.377
Ru  -0.199  0.613  -1.485
Cl  -0.237  1.910  0.585
S  -0.669  -1.881  0.610
P  1.722  1.678  -1.739
P  -2.041  1.850  -1.857
N  0.380  -1.017  -0.391
C  0.415  0.242  3.903
C  -0.824  0.561  4.462
C  -3.155  0.866  -0.773
C  1.722  -3.272  1.047
C  1.770  -5.566  1.829
C  2.915  0.806  -0.642
C  0.370  -5.589  1.872
C  -0.704  -0.973  2.152
C  -2.357  3.545  -1.259
C  2.445  -4.413  1.422
C  -2.829  1.668  -3.483
C  2.452  1.455  -3.374
C  2.050  3.395  -1.203
C  0.482  -0.557  2.756
C  -2.007  0.091  3.877
C  -1.949  -0.672  2.715
C  0.327  -3.306  1.077
C  -0.361  -4.461  1.490
H  3.534  1.629  -3.301
H  -0.872  1.167  5.370
H  1.996  2.178  -4.066
H  2.233  0.437  -3.720
H  2.481  0.705  0.362
H  1.348  0.595  4.353
H  -0.163  -6.484  2.198
H  -3.101  -0.197  -1.039
H  1.432  -0.843  2.312
H  1.624  3.551  -0.204
H  3.842  1.392  -0.587
H  -4.181  1.228  -0.912
H  -2.847  -1.046  2.217
H  1.026  -1.693  -0.811
H  -1.449  -4.447  1.506
H  3.136  3.559  -1.176
H  2.335  -6.458  2.118
H  -3.433  3.757  -1.323
H  3.136  -0.188  -1.052
H  -2.976  0.312  4.320
H  -2.017  3.637  -0.220
H  -1.807  4.276  -1.873
H  -2.356  2.364  -4.187
H  -2.855  0.992  0.275
H  1.585  4.111  -1.901
H  -3.897  1.896  -3.373
H  -2.677  0.641  -3.836
H  3.540  -4.387  1.390
H  2.244  -2.365  0.739

Computed properties:
* 2S+1: 5
* LUMO (spin up / spin down): -10.1 / -13.9 eV
* charge: +3
* E_HOMO (spin up / spin down): -0.6410 / -0.6356 Eh

These are the natural (NBO) partial charges, in e, on atoms 1 to 8: number 1, I, carries 0.150; number 2, I, carries -0.080; number 3, Ru, carries 0.262; number 4, Cl, carries -0.419; number 5, S, carries 1.093; number 6, P, carries 1.372; number 7, P, carries 1.257; number 8, N, carries -1.048

=====

Here is a molecular structure, C13H17Cl2F4N2Pd from the OMol25 dataset. Energies are from ωB97M-V with the def2-TZVPD basis set.

Element x y z (Å)
Pd  -1.207  -0.891  -0.874
Cl  -3.346  -1.292  -1.657
Cl  -5.820  -1.965  -0.192
F  -0.120  3.968  4.129
F  0.898  3.188  1.871
F  -2.128  -0.557  1.932
F  -3.111  0.337  4.199
N  -0.189  0.774  0.505
N  1.247  -0.617  -1.522
C  2.178  -1.208  -0.573
C  1.196  0.834  -1.532
C  -0.639  2.846  3.574
C  0.917  1.429  -0.157
C  -0.115  2.423  2.374
C  -1.623  0.602  2.415
C  -4.466  -0.820  -0.348
C  -0.585  1.265  1.669
C  3.661  -1.038  -0.910
C  1.275  -1.223  -2.845
C  -1.660  2.196  4.237
C  0.740  -2.651  -2.820
C  -2.124  1.050  3.605
H  -3.899  -0.807  0.573
H  4.280  -1.390  -0.082
H  1.965  -0.777  0.405
H  1.496  -3.376  -2.509
H  1.843  1.366  0.437
H  0.369  -2.949  -3.801
H  3.907  0.012  -1.082
H  0.638  -0.608  -3.482
H  2.284  -1.203  -3.292
H  0.399  1.111  -2.227
H  -2.066  2.548  5.171
H  0.754  2.502  -0.317
H  1.934  -2.269  -0.485
H  -0.084  -2.656  -2.095
H  -4.879  0.151  -0.595
H  3.948  -1.602  -1.800
H  2.132  1.295  -1.902

Computed properties:
* 2S+1: 1
* LUMO: 2.9 eV
* charge: -1
* E_HOMO: -0.1138 Eh

These are the natural (NBO) partial charges, in e, on atoms 1 to 8: number 1, Pd, carries -0.028; number 2, Cl, carries -0.011; number 3, Cl, carries -0.075; number 4, F, carries -0.337; number 5, F, carries -0.349; number 6, F, carries -0.329; number 7, F, carries -0.334; number 8, N, carries -0.677

=====

Number 1: largest force on an atom 0.83 eV/Å, energy -46262.9181 eV. Number 2: largest force on an atom 0.66 eV/Å, energy -92027.3166 eV. Number 3: largest force on an atom 3.21 eV/Å, energy -9271.8346 eV. Number 4: largest force on an atom 3.39 eV/Å, energy -6323.3499 eV. Number 5: largest force on an atom 2.86 eV/Å, energy -81315.7781 eV. Number 6: largest force on an atom 0.49 eV/Å, energy -56131.0714 eV.